DFT (ωB97M-V/def2-TZVPD) results for a cluster of 10 separate species, C80H180N10 in total in a non-equilibrium geometry.

Structure (XYZ):
```
270
C80H180N10 ωB97M-V/def2-TZVPD
C 9.0349 -7.1354 -0.5598
C 8.6631 -6.6627 -1.9380
C 7.2754 -7.2046 -2.3273
N 7.0019 -7.1078 -3.8737
C 7.2212 -5.7738 -4.6300
C 7.7373 -8.3075 -4.4746
C 6.9126 -8.7181 -5.6521
C 5.5511 -8.1335 -5.4137
C 5.5276 -7.4581 -4.0431
H 10.0413 -6.7281 -0.4631
H 9.1080 -8.2049 -0.3626
H 8.3857 -6.7543 0.2285
H 9.4581 -6.9056 -2.6431
H 8.5264 -5.5883 -2.0607
H 6.5884 -6.4683 -1.9102
H 7.0514 -8.2022 -1.9494
H 6.7948 -5.8583 -5.6296
H 8.3105 -5.7667 -4.5929
H 6.8589 -4.9835 -3.9725
H 8.7857 -8.0676 -4.6519
H 7.6181 -9.1025 -3.7384
H 7.3865 -8.4999 -6.6092
H 6.9025 -9.7837 -5.4232
H 5.1706 -7.3978 -6.1222
H 4.7807 -8.9038 -5.3781
H 4.8397 -6.6156 -3.9724
H 5.0259 -8.2408 -3.4740
C -2.2467 1.0945 9.1227
C -3.4461 2.1046 9.4433
C -3.1471 2.8651 10.7481
N -4.2485 3.8354 11.2505
C -5.5896 3.0444 11.4079
C -4.5648 4.9863 10.2220
C -3.5205 6.0307 10.5886
C -2.9130 5.7151 11.9654
C -3.7769 4.6364 12.4424
H -2.3656 0.6922 8.1167
H -2.4302 0.2688 9.8102
H -1.2472 1.5224 9.2009
H -4.3380 1.4785 9.4139
H -3.3225 2.7438 8.5691
H -2.2411 3.4571 10.6182
H -3.0004 2.1476 11.5554
H -5.9046 2.4590 10.5441
H -6.2948 3.7070 11.9097
H -5.3193 2.3634 12.2150
H -5.5662 5.3467 10.4572
H -4.6988 4.5497 9.2322
H -4.0358 6.9910 10.6037
H -2.7442 6.1303 9.8299
H -2.8476 6.5671 12.6420
H -1.9117 5.3184 11.7973
H -4.7125 5.0682 12.7979
H -3.3243 3.9462 13.1543
C -5.2544 -7.8647 -8.4791
C -5.6198 -6.3445 -8.2559
C -4.4850 -5.5895 -7.6201
N -4.9077 -4.2008 -7.0341
C -5.4845 -3.2689 -8.1508
C -3.7108 -3.6796 -6.2121
C -4.3489 -2.7050 -5.2716
C -5.8141 -3.2189 -5.0300
C -5.8716 -4.4944 -5.8978
H -5.2058 -8.4439 -7.5570
H -4.4244 -7.9788 -9.1765
H -6.0890 -8.3449 -8.9899
H -6.5600 -6.2979 -7.7065
H -5.9140 -5.9830 -9.2412
H -3.7731 -5.3210 -8.4007
H -4.0237 -6.2319 -6.8700
H -4.7202 -3.2040 -8.9252
H -5.6045 -2.2859 -7.6956
H -6.3239 -3.7151 -8.6841
H -3.0416 -3.2101 -6.9331
H -3.1625 -4.4780 -5.7121
H -4.4821 -1.7406 -5.7619
H -3.6946 -2.5562 -4.4126
H -6.4866 -2.4396 -5.3883
H -5.9805 -3.5027 -3.9909
H -6.8501 -4.8418 -6.2296
H -5.4885 -5.2086 -5.1690
C 0.1194 0.2728 2.1045
C 1.0795 0.1369 0.9281
C 0.4507 0.1560 -0.5373
N 1.4596 -0.4173 -1.5864
C 2.8535 0.2780 -1.5196
C 1.7412 -1.9977 -1.6115
C 1.1661 -2.5372 -2.9976
C 1.0798 -1.3544 -3.8140
C 0.7565 -0.1494 -2.9386
H -0.5840 -0.5596 2.0841
H -0.4933 1.1668 1.9886
H 0.5874 0.4122 3.0790
H 1.6725 -0.7720 1.0303
H 1.8105 0.9452 0.9085
H 0.2104 1.1661 -0.8689
H -0.5128 -0.3498 -0.6010
H 3.4569 0.0155 -2.3885
H 3.4496 -0.0926 -0.6857
H 2.8017 1.3526 -1.3447
H 2.7038 -2.3197 -1.2142
H 1.1997 -2.4603 -0.7864
H 1.6566 -3.4067 -3.4352
H 0.1276 -2.8453 -2.8760
H 2.0942 -1.1292 -4.1434
H 0.7266 -1.4116 -4.8436
H 1.2060 0.7047 -3.4452
H -0.3253 -0.0728 -2.8296
C -3.9122 11.7634 5.2513
C -4.3284 10.2767 5.1349
C -3.8823 9.6130 3.8395
N -4.4441 8.1017 3.7666
C -5.9342 8.0841 3.4685
C -4.1544 7.1359 4.9948
C -4.1133 5.7413 4.3838
C -3.6825 5.9049 2.9661
C -3.5612 7.3818 2.6597
H -3.0958 11.9814 4.5627
H -3.5429 12.2010 6.1787
H -4.7246 12.4442 4.9972
H -5.4114 10.1926 5.2250
H -3.7489 9.7449 5.8895
H -2.7979 9.5332 3.7632
H -4.2974 10.1170 2.9666
H -6.5230 7.1685 3.4114
H -6.0765 8.7876 2.6481
H -6.4319 8.5090 4.3402
H -4.9824 7.1951 5.7013
H -3.1938 7.4321 5.4162
H -5.0179 5.1448 4.5018
H -3.5060 5.0730 4.9943
H -4.5181 5.7716 2.2790
H -2.9672 5.1241 2.7075
H -4.0659 7.6609 1.7347
H -2.5151 7.6757 2.7457
C 2.5085 10.7821 3.2557
C 2.8161 9.2350 3.0923
C 4.2732 8.9777 3.1419
N 4.7925 7.5643 3.4442
C 6.0997 7.6709 4.3833
C 3.8451 6.5618 4.1275
C 4.4359 5.1446 3.8785
C 5.0955 5.2458 2.5249
C 5.1070 6.7298 2.1555
H 2.7808 11.2271 4.2128
H 1.4368 10.9158 3.1085
H 3.0614 11.3927 2.5418
H 2.4506 8.7919 2.1660
H 2.4058 8.7543 3.9804
H 4.5951 9.5008 4.0424
H 4.9207 9.3208 2.3348
H 6.5679 6.7504 4.7320
H 6.0375 8.3904 5.1997
H 6.8967 8.0322 3.7334
H 3.6775 6.9799 5.1201
H 2.8682 6.6894 3.6611
H 5.1527 4.9206 4.6686
H 3.4986 4.5897 3.9204
H 6.1323 4.9330 2.4016
H 4.6789 4.6428 1.7180
H 5.9867 7.1235 1.6463
H 4.2836 6.8819 1.4576
C 5.5650 -4.2101 2.9889
C 4.9092 -3.1062 3.8435
C 5.7229 -2.8114 5.1432
N 5.6669 -1.3023 5.6433
C 6.4442 -0.4275 4.5841
C 6.3856 -1.2484 7.0171
C 5.8591 0.0732 7.7328
C 4.4306 0.2956 7.1159
C 4.2493 -0.8110 6.0345
H 5.8035 -4.9919 3.7100
H 6.3380 -3.7922 2.3440
H 4.8700 -4.6132 2.2523
H 3.9732 -3.5477 4.1857
H 4.5639 -2.2545 3.2575
H 6.7810 -3.0007 4.9618
H 5.3645 -3.4416 5.9571
H 6.9829 0.2709 5.2244
H 5.7403 0.0504 3.9027
H 7.1579 -1.1144 4.1291
H 7.4466 -1.3704 6.7993
H 6.0192 -2.1977 7.4079
H 6.4335 0.9785 7.5361
H 5.8626 -0.1701 8.7953
H 4.4091 1.2820 6.6526
H 3.6568 0.2884 7.8835
H 3.7362 -0.4770 5.1327
H 3.7153 -1.6761 6.4275
C -5.6120 2.0888 -3.1811
C -4.7611 3.2913 -3.5828
C -5.6376 4.4261 -4.2490
N -4.7832 5.5473 -4.9774
C -3.9120 6.3787 -3.9479
C -5.7573 6.5915 -5.7089
C -5.9848 6.0331 -7.0937
C -5.0107 4.7692 -7.2136
C -3.9199 5.0375 -6.1201
H -6.4457 2.4443 -2.5755
H -5.0554 1.3230 -2.6409
H -6.0691 1.7471 -4.1097
H -4.1132 2.8343 -4.3307
H -4.2472 3.6279 -2.6824
H -6.1257 5.0611 -3.5096
H -6.4211 4.1361 -4.9491
H -3.5702 7.2078 -4.5676
H -3.1659 5.6780 -3.5732
H -4.6640 6.6748 -3.2166
H -5.0924 7.4052 -5.9985
H -6.5595 6.8293 -5.0103
H -5.8653 6.7010 -7.9467
H -7.0393 5.7713 -7.1801
H -4.8240 4.8789 -8.2819
H -5.6257 3.8747 -7.1146
H -3.2637 5.8798 -6.3392
H -3.3566 4.1440 -5.8509
C -3.9284 -9.9315 2.1324
C -3.5117 -9.1181 3.4132
C -2.7692 -7.8113 3.0593
N -2.3482 -7.0005 4.3087
C -1.3225 -7.7590 5.2252
C -1.5923 -5.6471 3.9859
C -1.9342 -4.6159 5.0951
C -3.0969 -5.2196 5.8846
C -3.4888 -6.5502 5.1852
H -4.9243 -10.3700 2.0687
H -3.2545 -10.7822 2.0306
H -4.0709 -9.2815 1.2691
H -3.0261 -9.7575 4.1505
H -4.4634 -8.7275 3.7735
H -3.5678 -7.2881 2.5334
H -1.8195 -7.9387 2.5399
H -1.1484 -7.0284 6.0152
H -0.4770 -7.8722 4.5467
H -1.6827 -8.7457 5.5166
H -0.5908 -5.7526 3.5689
H -2.1917 -5.4353 3.1005
H -1.2297 -4.3101 5.8685
H -2.2640 -3.6647 4.6773
H -2.8218 -5.3586 6.9301
H -3.8641 -4.4470 5.9362
H -3.8990 -7.2541 5.9092
H -4.3345 -6.3510 4.5270
C -0.8023 -2.7281 -11.9509
C 0.6789 -3.0767 -12.1599
C 1.5595 -2.4642 -11.0249
N 3.0201 -2.9079 -11.0365
C 3.6800 -2.4354 -12.3994
C 3.2941 -4.4823 -10.9976
C 4.6102 -4.6284 -10.1678
C 4.5406 -3.4478 -9.1164
C 3.6842 -2.3556 -9.7405
H -1.2577 -3.4762 -11.3020
H -1.3926 -2.8059 -12.8639
H -0.9856 -1.6802 -11.7133
H 1.0041 -2.5627 -13.0643
H 0.8105 -4.1302 -12.4070
H 1.1577 -2.9250 -10.1225
H 1.4216 -1.3895 -10.9061
H 3.3501 -2.9344 -13.3106
H 4.7490 -2.5652 -12.2306
H 3.5825 -1.3518 -12.4650
H 3.4276 -4.8907 -11.9993
H 2.4183 -4.9679 -10.5672
H 5.5378 -4.4883 -10.7228
H 4.8253 -5.6142 -9.7553
H 5.5513 -3.1062 -8.8930
H 4.0443 -3.8094 -8.2158
H 4.0742 -1.3415 -9.8273
H 2.8850 -2.0584 -9.0615
```

## Properties
HOMO-LUMO gap = 8.9 eV
charge = +10